# 1
The following is a DFT calculation (the ωB97M-V functional and the def2-TZVPD basis) of a cluster of 6 separate species, C6H24O6 in total in a non-equilibrium geometry.

Atoms and positions in Å:
C (3.221, -2.120, -1.310)
O (2.831, -0.940, -0.648)
H (2.705, -2.978, -0.879)
H (2.835, -2.172, -2.328)
H (4.308, -2.198, -1.333)
H (3.356, -0.735, 0.129)
C (-0.948, -0.286, -0.595)
O (0.273, 0.032, -1.278)
H (-1.631, 0.465, -0.992)
H (-1.321, -1.278, -0.849)
H (-0.926, -0.190, 0.490)
H (1.053, -0.448, -0.992)
C (-0.665, 3.083, 0.863)
O (0.476, 2.511, 0.237)
H (-1.189, 2.364, 1.491)
H (-0.399, 3.875, 1.563)
H (-1.383, 3.636, 0.257)
H (0.155, 1.890, -0.420)
C (-3.880, 1.428, -4.123)
O (-3.354, 2.555, -4.760)
H (-4.001, 0.664, -4.891)
H (-3.184, 1.114, -3.344)
H (-4.863, 1.630, -3.698)
H (-3.213, 3.250, -4.113)
C (0.666, -3.179, 2.075)
O (-0.003, -4.321, 2.576)
H (1.610, -3.531, 1.660)
H (0.185, -2.557, 1.320)
H (0.886, -2.537, 2.928)
H (-0.934, -4.109, 2.676)
C (1.173, 0.833, 3.384)
O (1.375, 0.483, 2.022)
H (1.802, 1.583, 3.863)
H (0.099, 0.927, 3.545)
H (1.474, -0.001, 4.017)
H (1.408, 1.259, 1.457)

Results
**Gap between HOMO and LUMO**: 10.78 eV
**Energy above the lowest of the compared OMol25 structures with the same formula, charge and spin**: 370.56 kJ/mol
**Net charge**: 0
**HOMO energy**: -10.22 eV
**SMILES string**: CO.CO.CO.CO.CO.CO


# 2
The following is a DFT calculation (the ωB97M-V functional and the def2-TZVPD basis) of a structure of composition C23H42N3OP2Pm in a non-equilibrium geometry.

Atoms and positions in Å:
Pm (-0.470, 0.352, 0.261)
P (-0.206, -0.317, -2.505)
P (1.625, 0.828, 2.079)
N (1.458, -1.233, -0.209)
C (0.572, -1.990, -2.474)
H (-0.217, -2.743, -2.637)
H (1.312, -2.123, -3.284)
C (1.276, -2.360, -1.164)
H (0.695, -3.120, -0.611)
H (2.258, -2.846, -1.324)
C (2.373, -1.699, 0.905)
H (3.424, -1.578, 0.579)
H (2.207, -2.787, 1.063)
C (2.105, -0.954, 2.223)
H (2.970, -1.061, 2.905)
H (1.257, -1.471, 2.709)
C (0.900, 1.017, 3.804)
C (-0.578, 0.612, 3.823)
H (-0.752, -0.442, 3.550)
H (-1.203, 1.285, 3.204)
H (-0.932, 0.736, 4.854)
C (3.289, 1.584, 2.085)
C (3.200, 3.083, 1.759)
H (4.186, 3.442, 1.432)
H (2.909, 3.681, 2.632)
H (2.487, 3.288, 0.953)
C (0.600, 0.343, -4.023)
C (-0.069, 1.644, -4.455)
H (0.526, 2.100, -5.256)
H (-0.137, 2.368, -3.640)
H (-1.085, 1.491, -4.833)
C (-2.011, -0.666, -2.898)
C (-2.842, 0.611, -2.809)
H (-3.821, 0.357, -2.391)
H (-3.001, 1.053, -3.797)
H (-2.431, 1.399, -2.162)
C (1.354, 1.840, -0.896)
C (4.076, 1.271, 3.373)
H (3.560, 0.599, 4.069)
H (5.027, 0.789, 3.108)
H (4.328, 2.181, 3.933)
C (0.778, -0.631, -5.196)
H (0.809, -0.081, -6.145)
H (1.715, -1.187, -5.104)
H (-0.017, -1.373, -5.280)
C (-2.240, -1.430, -4.186)
H (-3.303, -1.689, -4.247)
H (-2.014, -0.831, -5.072)
H (-1.680, -2.367, -4.250)
C (1.085, 2.431, 4.357)
H (0.702, 3.199, 3.671)
H (0.488, 2.520, 5.274)
H (2.123, 2.685, 4.617)
H (1.493, 0.319, 4.412)
H (-2.291, -1.324, -2.064)
H (3.810, 1.094, 1.241)
H (1.610, 0.596, -3.659)
O (0.388, 2.637, -0.663)
H (1.947, -0.423, -0.677)
H (2.290, 2.154, -1.419)
N (-4.409, -4.678, 3.003)
C (-4.195, -3.622, 2.538)
C (-3.992, -2.307, 1.972)
C (-4.975, -1.308, 2.148)
C (-4.742, -0.031, 1.641)
C (-3.529, 0.211, 0.981)
N (-2.609, -0.778, 0.780)
C (-2.814, -2.032, 1.287)
H (-5.886, -1.538, 2.693)
H (-5.463, 0.775, 1.763)
H (-3.283, 1.205, 0.547)
H (-2.013, -2.759, 1.104)

Results
**Gap between HOMO and LUMO (alpha / beta)**: 6.99 / 7.06 eV
**Net charge**: +2
**2S+1**: 5
**HOMO energy (alpha / beta)**: -13.51 / -13.54 eV


# 3
The following is a DFT calculation (the ωB97M-V functional and the def2-TZVPD basis) of a cluster of 2 separate species, C5H8O2 in total.

Atoms and positions in Å:
C (0.931, -1.099, 1.941)
C (0.687, -0.996, 0.638)
O (-0.459, -1.451, 0.071)
C (-0.911, -0.775, -1.093)
C (-1.333, 0.662, -1.047)
C (-0.223, 0.378, -1.665)
O (0.873, 0.741, -2.336)
H (-0.108, 1.577, 1.670)
H (0.189, -1.508, 2.620)
H (1.891, -0.792, 2.340)
H (1.417, -0.578, -0.058)
H (-1.440, -1.513, -1.697)
H (-0.322, 2.289, 1.711)
H (-2.076, 1.358, -0.692)
H (0.884, 1.707, -2.404)

Results
**Gap between HOMO and LUMO**: 9.31 eV
**Energy above the lowest of the compared OMol25 structures with the same formula, charge and spin**: 454.21 kJ/mol
**Net charge**: 0
**HOMO energy**: -8.75 eV
**SMILES string**: C=CO[C@H]1C=C1O.[H][H]